[1]
19
Properties=species:S:1:pos:R:3 method="wB97M-V/def2-TZVPD" smiles=NCNCCO.O homo_lumo_gap_ev=8.95 charge=0 multiplicity=1 molar_mass_g_mol=108.1 e_above_lowest_ev=3.0041
C -0.69 -0.51 -0.49
C -1.12 0.42 0.60
O -0.96 -0.37 1.89
N 0.13 -1.64 -0.35
C 1.52 -1.55 0.27
N 2.60 -1.34 -0.79
H -1.56 -0.81 -0.98
H -0.15 0.15 -1.28
H -2.14 0.70 0.27
H -0.45 1.34 0.72
H -1.75 -0.56 2.39
H 0.07 -2.53 -0.93
H 1.52 -0.66 0.94
H 1.83 -2.49 0.80
H 3.39 -1.11 -0.28
H 2.38 -0.47 -1.23
H -0.74 4.15 -1.74
H -1.09 3.31 -0.43
O -1.38 4.08 -0.95

[2]
19
Properties=species:S:1:pos:R:3 method="wB97M-V/def2-TZVPD" homo_lumo_gap_ev="8.68 / 8.68" charge=0 multiplicity=1 molar_mass_g_mol=108.1 e_above_lowest_ev=4.5422
C 0.09 1.90 -0.09
C 1.18 1.28 -0.86
N 1.05 1.34 1.89
O 0.08 1.93 1.19
H 0.65 -0.54 1.68
H 0.85 1.56 2.87
H -0.99 -0.85 0.15
H -0.79 2.34 -0.54
H 2.13 1.65 -0.47
H 1.09 1.50 -1.92
H 1.18 0.21 -0.70
C -1.46 -1.45 -1.64
N 0.20 -1.42 1.40
O -1.54 -0.52 -0.59
H -0.33 -1.76 2.20
H 0.93 -2.10 1.23
H -0.42 -1.57 -2.00
H -2.07 -1.08 -2.47
H -1.84 -2.44 -1.33

[3]
19
Properties=species:S:1:pos:R:3 method="wB97M-V/def2-TZVPD" homo_lumo_gap_ev=9.03 charge=0 multiplicity=1 molar_mass_g_mol=108.1 e_above_lowest_ev=3.2913
C -1.71 -0.43 -1.67
C -0.58 -0.41 -0.55
N 1.67 -1.55 1.28
C 1.59 -1.27 -0.11
N 0.55 -1.26 -0.88
H -1.80 0.69 -1.94
H -1.49 -0.82 -2.67
H -2.76 -0.63 -1.20
H -0.19 0.59 -0.19
H -1.18 -0.97 0.21
H 0.65 -1.24 1.50
H 2.32 -0.89 1.64
H 2.58 -1.43 -0.65
H 1.13 6.55 0.33
H 0.09 7.38 1.13
O 0.71 7.48 0.34
H -0.54 -3.68 0.40
H -0.49 -4.52 1.67
O -0.55 -3.58 1.35

[4]
20
Properties=species:S:1:pos:R:3 method="wB97M-V/def2-TZVPD" homo_lumo_gap_ev="8.37 / 7.65" charge=+1 multiplicity=1 molar_mass_g_mol=139.1 e_above_lowest_ev=3.7941
C -1.36 0.99 -1.34
C 1.99 -1.03 -1.56
C -1.56 1.35 0.11
N 0.99 -0.64 2.52
N -0.35 0.98 0.90
O -1.39 -1.31 1.24
O 1.56 -1.66 -0.52
P 0.05 -0.59 1.21
H -0.51 1.66 -1.62
H -1.14 0.01 -1.49
H -2.18 1.29 -1.95
H 2.71 -0.20 -1.39
H 1.10 -0.47 -2.15
H 2.37 -1.75 -2.37
H -1.63 2.38 0.10
H -2.39 0.96 0.54
H 1.34 -1.55 2.68
H 1.70 0.04 2.67
H 0.37 1.57 0.61
H -1.67 -2.02 1.82

[5]
20
Properties=species:S:1:pos:R:3 method="wB97M-V/def2-TZVPD" smiles="CCNC(N)=O.O.O" homo_lumo_gap_ev=9.86 charge=0 multiplicity=1 molar_mass_g_mol=124.1 e_above_lowest_ev=0.4220
C 0.99 -1.09 -0.78
N 0.98 0.36 -0.91
C 0.27 1.20 -0.11
N -0.67 0.82 0.79
O 0.50 2.40 -0.29
C 2.29 -1.64 -0.20
H 0.77 -1.58 -1.73
H 0.18 -1.33 -0.09
H 1.77 0.77 -1.38
H -0.95 1.54 1.44
H -0.70 -0.11 1.19
H 2.14 -2.54 0.39
H 2.76 -0.98 0.54
H 3.04 -1.74 -0.96
H -3.29 -1.11 1.42
H -2.24 -2.22 1.92
O -2.42 -1.29 1.77
H -1.59 3.54 -0.78
H -1.66 2.11 -1.01
O -2.18 2.90 -1.21

[6]
20
Properties=species:S:1:pos:R:3 method="wB97M-V/def2-TZVPD" smiles="CNCC(N)=O.O.O" homo_lumo_gap_ev=9.37 charge=0 multiplicity=1 molar_mass_g_mol=124.1 e_above_lowest_ev=2.3976
C -1.49 1.67 -0.01
N -0.03 1.42 0.06
C 0.16 0.22 0.91
C 1.58 0.18 0.93
N 2.31 0.08 2.10
O 2.14 -0.16 -0.11
H -1.64 2.18 0.99
H -1.93 0.63 -0.09
H -1.67 2.33 -0.91
H 0.19 1.19 -0.92
H -0.16 -0.60 0.26
H -0.48 0.30 1.84
H 2.02 0.49 3.03
H 3.26 -0.02 1.92
H 0.99 -0.61 -1.19
H -0.39 -0.93 -2.02
O 0.56 -0.55 -2.15
H -1.45 -3.28 -1.51
H -2.37 -2.20 -1.93
O -1.61 -2.35 -1.22

Values of energy, in order: -10378.54556; -10377.00741; -10378.25835; -19660.31592; -12428.92733; -12426.95175, all in eV.